[1]
{
  "formula": "C35H38CrN10O5S2",
  "method": "the ωB97M-V functional and the def2-TZVPD basis",
  "species": ["Cr", "N", "C", "C", "C", "C", "C", "C", "S", "O", "O", "N", "C", "N", "C", "C", "C", "N", "H", "H", "H", "H", "H", "H", "H", "H", "H", "C", "C", "C", "C", "C", "C", "N", "N", "C", "C", "C", "C", "C", "C", "H", "H", "H", "H", "H", "H", "H", "H", "H", "N", "C", "C", "C", "N", "C", "C", "N", "C", "H", "H", "H", "H", "H", "H", "H", "H", "H", "H", "H", "H", "H", "H", "H", "H", "O", "S", "O", "N", "C", "O", "C", "C", "C", "C", "C", "C", "H", "H", "H", "H"],
  "xyz": [[0.2001, 0.0514, -0.5974], [-6.6418, -3.3036, -1.3208], [-5.3460, -3.0078, -1.6740], [-4.5074, -3.9922, -2.2093], [-3.2178, -3.6844, -2.5909], [-2.7533, -2.3898, -2.4564], [-3.5623, -1.4029, -1.9236], [-4.8549, -1.7040, -1.5467], [-1.0416, -1.9871, -2.6960], [-0.9126, -0.7088, -3.3726], [-0.3056, -3.0533, -3.3268], [-0.4850, -1.7058, -1.1900], [-0.2141, -2.8351, -0.5173], [0.8555, -2.8070, 0.2982], [1.1765, -3.9235, 0.9177], [0.4560, -5.0988, 0.7567], [-0.6473, -5.0171, -0.0819], [-0.9869, -3.9124, -0.7118], [-6.8719, -4.2722, -1.1713], [-7.1163, -2.6508, -0.7186], [-4.8726, -5.0049, -2.2981], [-2.5461, -4.4366, -2.9684], [-3.1707, -0.4059, -1.7968], [-5.4906, -0.9365, -1.1291], [2.0589, -3.8757, 1.5498], [0.7400, -6.0137, 1.2470], [-1.2906, -5.8713, -0.2580], [2.8209, -0.3371, 4.3087], [3.1418, -0.6417, 2.9918], [2.1638, -0.7107, 2.0272], [0.8190, -0.4423, 2.3431], [0.5000, -0.1889, 3.6953], [1.4910, -0.1418, 4.6495], [-0.1276, -0.4468, 1.3666], [-1.3300, 0.0191, 1.7964], [-1.9319, 1.9606, 0.4368], [-2.8469, 3.0052, 0.3374], [-3.3832, 3.3530, -0.8878], [-2.9866, 2.6556, -2.0153], [-2.0214, 1.6664, -1.9107], [-1.4597, 1.2881, -0.6906], [3.5931, -0.2705, 5.0575], [4.1721, -0.8239, 2.7225], [2.3865, -0.9992, 1.0138], [-0.5360, -0.0496, 3.9642], [1.2257, 0.0674, 5.6739], [-3.1228, 3.5552, 1.2269], [-4.1058, 4.1530, -0.9543], [-3.4139, 2.8877, -2.9804], [-1.7285, 1.1476, -2.8110], [4.4329, 2.2826, 0.0739], [4.1800, 1.7327, -1.2674], [3.8274, 0.2583, -1.0900], [3.3506, -0.4643, -2.3601], [2.1229, -1.1820, -2.0162], [3.0814, 0.5366, -3.4837], [2.2570, 1.7243, -2.9970], [0.9396, 1.2742, -2.5361], [2.9943, 2.4926, -1.8808], [5.0663, 1.6735, 0.5833], [2.9210, 2.4890, 1.2814], [4.8696, 3.1979, 0.0146], [5.0716, 1.8449, -1.9111], [2.9909, 0.2474, -0.3913], [4.6733, -0.2690, -0.6435], [4.1355, -1.1589, -2.7139], [2.3264, -1.9769, -1.4175], [1.6539, -1.5468, -2.8424], [2.5585, 0.0344, -4.3001], [4.0328, 0.9044, -3.8728], [2.1271, 2.4059, -3.8549], [0.5314, 0.6262, -3.2100], [0.3175, 2.0770, -2.4949], [2.2780, 2.6713, -1.0794], [3.3428, 3.4565, -2.2546], [0.8652, 3.8254, 3.7167], [2.4420, 3.5328, 3.3631], [3.0207, 2.6086, 4.2988], [2.1286, 2.6721, 1.9124], [0.9407, 2.1565, 1.4466], [1.0165, 1.6247, 0.3048], [-0.2240, 2.2436, 2.2558], [-1.4913, 1.5407, 1.8469], [-2.6070, 1.7601, 2.8131], [-2.4936, 2.4792, 3.9471], [-1.2927, 3.1450, 4.2711], [-0.2178, 3.0307, 3.4234], [-2.0518, -0.3354, 1.1701], [-3.5414, 1.2819, 2.5566], [-3.3322, 2.5748, 4.6210], [-1.2158, 3.7704, 5.1421]],
  "multiplicity": 5,
  "largest_force_ev_per_a": 2.1,
  "charge": 0,
  "e_lumo_ev": [0.42, -1.51],
  "s_squared": 6.10,
  "gap_ev": [7.0, 5.0],
  "homo_ev": [-6.561, -6.470]
}

=====

[2]
{
  "formula": "C21H60O13",
  "method": "the ωB97M-V functional and the def2-TZVPD basis",
  "species": ["C", "C", "O", "O", "H", "H", "H", "H", "H", "H", "C", "C", "O", "O", "H", "H", "H", "H", "H", "H", "C", "C", "O", "O", "H", "H", "H", "H", "H", "H", "C", "C", "O", "O", "H", "H", "H", "H", "H", "H", "C", "C", "O", "H", "H", "H", "H", "H", "H", "C", "C", "O", "H", "H", "H", "H", "H", "H", "C", "C", "C", "O", "H", "H", "H", "H", "H", "H", "H", "H", "C", "C", "C", "O", "H", "H", "H", "H", "H", "H", "H", "H", "C", "C", "C", "O", "H", "H", "H", "H", "H", "H", "H", "H"],
  "xyz": [[14.3436, 13.2868, 13.8663], [14.5382, 12.0636, 14.8199], [14.9385, 10.9536, 14.0884], [13.4583, 12.9653, 12.7955], [15.2848, 13.4921, 13.4211], [13.9228, 14.0330, 14.5415], [13.5902, 11.9091, 15.3941], [15.3541, 12.2158, 15.4846], [14.4748, 11.0044, 13.2361], [12.5335, 12.8397, 13.0256], [7.6246, 8.3004, 11.0365], [6.1642, 8.7071, 10.6717], [5.8519, 10.0384, 11.1017], [8.5862, 9.0663, 10.4412], [7.8913, 7.2214, 10.8980], [7.7016, 8.4531, 12.1298], [5.5133, 7.9657, 11.1435], [5.9063, 8.6181, 9.6421], [5.9585, 10.1190, 12.0533], [8.2966, 9.9746, 10.2193], [7.2640, 10.6659, 7.8523], [8.2386, 9.7825, 7.0786], [8.6049, 8.5010, 7.6077], [7.9533, 11.1511, 8.9582], [6.3847, 10.0319, 8.1019], [6.8597, 11.4996, 7.2354], [9.1815, 10.3816, 7.0185], [7.8332, 9.5943, 6.0933], [8.5500, 8.5727, 8.5620], [7.4022, 11.7974, 9.4009], [9.9534, 11.2548, 13.7782], [10.3001, 10.6707, 12.4006], [11.4240, 11.3199, 11.9277], [10.9146, 10.9407, 14.7412], [8.9666, 10.8042, 14.0752], [9.7948, 12.3240, 13.8204], [9.5666, 10.9040, 11.6480], [10.4777, 9.5910, 12.4720], [11.7745, 10.7693, 11.1860], [11.5052, 10.2369, 14.3637], [10.9017, 11.3537, 17.8984], [9.4625, 10.7102, 17.9427], [9.0793, 10.3694, 16.6521], [11.1005, 11.8200, 18.9092], [10.9510, 12.1100, 17.1202], [11.6852, 10.5594, 17.7347], [8.7766, 11.4012, 18.3415], [9.5022, 9.8534, 18.6682], [9.8186, 10.5185, 16.0297], [6.4892, 7.7290, 16.9790], [7.7371, 7.1447, 16.3830], [8.2905, 8.0056, 15.3610], [6.2321, 6.9808, 17.7276], [5.7284, 7.8760, 16.2261], [6.7273, 8.6639, 17.4782], [7.5800, 6.1668, 15.9448], [8.4947, 7.0791, 17.1671], [8.4107, 8.8558, 15.8077], [7.2681, 14.8660, 11.0003], [6.9604, 13.4859, 11.4107], [6.2144, 13.3164, 12.7465], [6.2495, 12.9109, 10.3140], [8.1089, 14.9932, 10.2442], [7.4782, 15.5817, 11.8333], [6.3514, 15.2640, 10.4918], [7.8993, 12.9952, 11.5530], [6.8583, 13.7624, 13.4153], [5.8903, 12.3081, 13.0073], [5.3266, 13.8842, 12.7925], [5.7870, 12.1113, 10.4679], [12.3482, 8.9068, 9.6031], [12.3918, 8.2367, 8.1831], [12.2888, 6.6917, 8.1551], [11.4029, 8.7733, 7.3448], [13.1622, 8.7420, 10.2419], [11.4110, 8.6000, 10.0902], [12.2665, 10.0029, 9.4539], [13.3026, 8.4564, 7.5333], [12.2729, 6.3961, 7.0795], [11.4373, 6.3706, 8.6669], [13.1947, 6.1867, 8.5828], [10.4884, 8.4505, 7.6044], [12.2724, 7.8815, 16.0617], [12.8184, 7.7003, 14.5634], [11.8266, 6.9829, 13.6122], [12.8951, 9.0113, 13.9404], [11.2462, 8.2851, 16.0192], [12.9736, 8.6509, 16.4078], [12.3595, 6.9664, 16.6181], [13.8231, 7.2143, 14.6719], [10.9050, 7.5655, 13.4068], [11.5148, 6.0488, 14.1057], [12.2853, 6.7764, 12.6527], [13.7317, 9.4296, 14.1263]],
  "smiles": "CC(C)O.CC(C)O.CC(C)O.OCCO.OCCO.OCCO.OCCO.CCO.CCO",
  "multiplicity": 1,
  "largest_force_ev_per_a": 3.1,
  "charge": 0,
  "e_lumo_ev": 0.47,
  "de_lowest_kcal_mol": 0.0,
  "gap_ev": 10.1,
  "homo_ev": -9.622
}

=====

[3]
{
  "formula": "C2H9N2O",
  "method": "the ωB97M-V functional and the def2-TZVPD basis",
  "species": ["C", "N", "C", "O", "H", "H", "H", "H", "H", "H", "N", "H", "H", "H"],
  "xyz": [[-1.3671, 0.8931, 1.4636], [-1.5111, 1.2621, 0.0463], [-0.2488, 1.1028, -0.6677], [0.2581, -0.1430, -0.7497], [-1.2117, -0.1779, 1.6190], [-2.2753, 1.1752, 1.9964], [-0.5306, 1.4436, 1.8958], [-2.1405, 0.5736, -0.3648], [0.4752, 1.7790, -0.1772], [-0.3874, 1.5351, -1.6743], [2.1022, -2.5648, -0.7703], [2.2898, -2.6580, -1.7581], [2.9500, -2.5221, -0.2332], [1.5974, -1.6988, -0.6257]],
  "multiplicity": 2,
  "largest_force_ev_per_a": 1.2,
  "charge": 0,
  "e_lumo_ev": [0.98, -1.98],
  "de_lowest_kcal_mol": 10.8,
  "s_squared": 0.75,
  "gap_ev": [10.5, 7.5],
  "homo_ev": [-9.523, -9.504]
}